The following is a DFT calculation (ωB97M-V/def2-TZVPD) of a molecular structure, C27H24N3O8PtS2 in a non-equilibrium geometry.

Properties
Net charge   +1
F_max   1.64 eV Å⁻¹
ΔE to the lowest compared entry with this formula, charge and spin   0.8171 eV
E_tot   -2724.8861 hartree

```
65
Properties=species:S:1:pos:R:3:forces:R:3:lowdin_charge:R:1
Pt 0.05794 0.79730 0.30433 -1.471 0.675 -0.280 1.2442
O -0.43865 0.17400 6.26131 0.022 -0.017 0.016 0.1199
C -0.21897 0.55201 4.99894 0.054 0.010 0.000 -0.2548
C -1.13135 1.27362 4.24094 0.017 0.162 0.014 0.1098
C -0.80579 1.55594 2.93058 0.052 0.083 -0.109 -0.1411
N 0.33625 1.16527 2.37752 0.329 -1.419 -0.211 0.0218
C 1.23936 0.50170 3.12712 -0.260 -0.002 -0.045 -0.1681
C 1.01122 0.17592 4.43399 0.097 0.118 0.129 0.1070
C 2.37884 0.05445 2.28453 0.133 0.196 0.021 -0.4243
O 3.11297 -1.00955 2.71771 -0.086 0.117 -0.177 0.0718
O 2.58807 0.55071 1.21010 0.647 0.130 0.239 0.0751
C -1.69354 2.31799 1.97209 -0.359 -0.047 0.069 -0.5548
O -2.56421 3.03939 2.39153 0.022 -0.008 -0.024 0.1191
O -1.41003 2.11567 0.71348 0.780 0.613 0.325 -0.2390
H -1.32313 0.42546 6.55503 0.004 0.036 -0.009 0.1337
H -2.08805 1.60084 4.62762 0.006 0.031 -0.005 0.1465
H 1.72794 -0.37807 5.02259 0.003 -0.019 -0.022 0.1458
C 6.94712 -3.78081 1.45490 -0.013 0.091 -0.039 -0.0183
C 5.59986 -3.17689 1.17138 0.114 -0.156 -0.093 -0.2225
C 5.02096 -2.26009 1.98654 0.051 0.276 -0.105 0.1304
C 3.77241 -1.58949 1.59895 -0.421 -0.585 0.691 -0.2489
C 2.89708 -2.35666 0.67439 0.336 0.032 -0.217 -0.0607
C 3.51782 -3.25013 -0.16680 -0.021 0.103 0.024 0.0008
C 4.85585 -3.58153 0.03107 -0.045 -0.004 0.170 0.0989
S 1.10801 -2.22479 0.57453 -0.794 0.112 -0.359 0.5932
O 0.69694 -1.80256 1.87598 0.155 -0.100 0.210 -0.2469
O 0.71292 -3.51934 0.11374 0.207 -0.062 -0.073 -0.2464
N 0.79262 -1.05832 -0.45808 0.608 -0.074 0.747 -0.2185
C 0.41384 -1.29834 -1.79739 0.028 0.130 0.102 -0.2260
C 0.56088 -2.44011 -2.54649 0.074 0.004 -0.036 -0.0057
C 0.14744 -2.46577 -3.89460 0.010 0.014 0.031 -0.0479
C -0.40880 -1.37208 -4.49294 -0.007 0.006 -0.002 -0.0202
C -0.59069 -0.18895 -3.74401 -0.006 0.084 -0.058 -0.1375
C -1.14127 1.00361 -4.27490 -0.026 -0.077 -0.008 0.0210
C -1.27453 2.10257 -3.48161 0.154 0.046 0.000 -0.0303
C -0.88060 2.03090 -2.13233 0.040 0.117 -0.129 -0.1271
N -0.36960 0.93617 -1.61859 -0.115 -0.313 -0.346 -0.0739
C -0.19315 -0.17259 -2.40025 0.011 0.018 -0.099 -0.1438
H 7.14233 -3.80285 2.52520 0.006 -0.015 0.001 0.0931
H 7.73420 -3.18961 0.98431 0.005 -0.018 -0.016 0.0996
H 7.01179 -4.79538 1.06656 0.000 -0.013 0.033 0.0905
H 5.49987 -1.91292 2.89472 0.050 0.094 -0.060 0.1572
H 4.11463 -0.73418 0.96066 0.032 -0.093 -0.203 0.2197
H 2.93737 -3.76292 -0.92067 0.033 -0.012 -0.015 0.1216
H 5.32188 -4.26879 -0.66690 -0.004 -0.038 0.029 0.1435
H 0.96642 -3.33265 -2.09876 0.005 -0.016 -0.080 0.0918
H 0.28148 -3.37756 -4.46055 -0.010 -0.017 0.020 0.1148
H -0.71854 -1.39654 -5.52915 0.007 -0.002 -0.002 0.1208
H -1.44508 1.02688 -5.31414 -0.002 0.001 0.003 0.1293
H -1.66379 3.03404 -3.86673 -0.033 -0.003 0.031 0.1190
H -0.96857 2.87853 -1.46806 -0.092 -0.040 0.027 0.1114
O -4.20945 0.87830 0.31184 0.191 0.174 -0.045 -0.5170
S -3.72277 1.74682 -0.80361 -0.591 -0.440 -0.035 0.8962
C -4.15491 3.48086 -0.41209 0.185 0.006 -0.228 -0.3014
C -5.05433 3.99489 -1.53031 -0.142 -0.045 0.128 -0.2345
C -5.94821 2.81741 -1.90626 -0.013 0.036 -0.093 -0.2370
C -4.99844 1.64741 -2.11546 0.009 0.161 0.113 -0.3078
H -3.22146 4.02975 -0.30093 -0.054 0.060 0.129 0.0799
H -4.65675 3.42854 0.55348 0.026 -0.034 0.018 0.1006
H -4.45641 4.30708 -2.39144 -0.022 0.000 -0.014 0.1084
H -5.63933 4.85581 -1.20551 0.067 0.042 0.011 0.1153
H -6.55390 3.02386 -2.78936 0.000 -0.041 -0.007 0.1132
H -6.62634 2.59446 -1.08013 -0.006 0.000 -0.002 0.1198
H -4.47814 1.71438 -3.07409 -0.043 -0.024 -0.030 0.0770
H -5.45753 0.66694 -2.00556 0.065 -0.040 -0.051 0.0924
```
Positions in Å, forces in eV/Å.


The following is a DFT calculation (ωB97M-V/def2-TZVPD) of 8 unconnected molecules or ions with the total composition C28H78N6O8 in a non-equilibrium geometry.

Properties
Net charge   +1
F_max   3.41 eV Å⁻¹
Expectation value of S²   0.755
ΔE to the lowest compared entry with this formula, charge and spin   0.0000 eV
E_tot   -2043.5283 hartree
Multiplicity   2

```
120
Properties=species:S:1:pos:R:3:forces:R:3:lowdin_charge:R:1
C 0.06056 -0.45938 -0.15871 -0.832 -0.226 -0.087 -0.0646
C -1.21976 0.06886 -0.84977 0.023 0.192 1.672 -0.2506
O -2.26335 0.21780 0.12978 1.037 1.429 -1.633 -0.1432
H 0.80336 -0.74629 -0.90304 0.235 -0.046 0.114 0.0692
H -0.18432 -1.30205 0.48784 -0.061 -0.313 -0.382 0.0443
H 0.46051 0.24402 0.57162 -0.037 0.448 -0.359 0.0436
H -1.59424 -0.56553 -1.65314 0.360 -0.060 -0.193 0.1020
H -0.98178 1.06715 -1.21704 -0.326 0.045 -0.328 0.0895
H -2.49069 -0.65519 0.45812 -0.223 -1.056 0.852 -0.0098
C -5.56063 1.53249 -0.82826 0.473 -0.576 0.727 -0.0611
C -6.35859 0.23430 -0.97940 0.068 -0.107 0.177 -0.3368
O -7.45261 0.37043 -1.83779 -0.777 0.813 -0.924 -0.0710
H -4.96648 1.42139 0.07879 -0.058 -0.106 0.290 0.0384
H -6.17114 2.41703 -0.64668 -0.188 -0.139 -0.392 0.0810
H -4.77265 1.70507 -1.56133 -0.519 0.034 -0.559 0.0697
H -6.75015 -0.08692 -0.01420 0.243 0.116 0.380 0.1028
H -5.76674 -0.59187 -1.37344 0.656 0.024 0.201 0.0942
H -7.97810 -0.43294 -1.83141 0.056 -0.030 0.048 0.0854
C 0.59790 5.39521 4.14705 -0.491 -0.374 -0.944 -0.0565
C -0.02597 6.12359 2.92760 0.953 0.345 1.471 -0.4244
C -0.84977 5.22342 2.02116 -0.080 0.536 1.378 -0.2164
O 0.00167 4.33200 1.36307 0.275 -0.030 -0.530 -0.1916
C -0.63731 3.57279 0.35024 0.674 0.196 0.546 -0.0869
N -0.76145 7.29711 3.42139 0.058 0.038 -1.081 0.0337
H 1.08354 6.11791 4.80276 -0.024 -0.075 -0.020 0.0738
H 1.33403 4.67247 3.79509 0.021 -0.208 0.224 0.0672
H -0.20974 4.88644 4.67333 0.142 -0.142 0.303 0.0728
H 0.86041 6.48754 2.40801 -0.261 0.295 -0.628 0.1299
H -1.47633 5.83588 1.37277 0.103 -0.021 -0.411 0.1307
H -1.49529 4.67453 2.70682 -0.531 -0.296 -0.080 0.1062
H -1.31681 2.83515 0.77715 -0.229 -0.058 -0.132 0.0692
H 0.19512 3.05392 -0.12509 -0.175 -0.234 -0.334 0.0626
H -1.13778 4.22789 -0.36284 -0.172 -0.067 -0.123 0.0982
H -0.08629 7.86042 3.91832 -0.231 0.218 0.131 0.0669
H -1.51795 7.07903 4.05403 0.015 -0.265 0.111 0.0725
C -0.43348 -5.50332 1.03036 0.205 -0.194 -0.734 -0.0420
C 0.32633 -4.59536 1.99300 0.262 -0.418 0.024 -0.4136
C 1.32139 -3.67325 1.26614 0.659 -1.496 -0.367 -0.1586
O 2.38019 -4.49375 0.65492 -0.600 1.155 0.587 -0.1677
C 3.40391 -3.65065 0.17391 0.441 0.070 -0.681 -0.1326
N -0.63576 -3.78870 2.70012 -1.249 1.101 0.597 0.0248
H 0.26907 -6.02473 0.38024 0.087 0.022 0.020 0.0815
H -1.10271 -4.94088 0.37929 0.097 0.394 -0.066 0.0673
H -1.08073 -6.27734 1.44274 0.224 0.101 0.667 0.0832
H 0.92033 -5.19364 2.68390 0.170 -0.286 -0.031 0.1391
H 1.79643 -3.01975 1.99784 -0.031 0.288 0.080 0.1172
H 0.82439 -3.09672 0.48594 -0.021 0.076 -0.032 0.1003
H 3.07787 -2.99237 -0.63136 -0.536 0.286 -0.065 0.0648
H 4.22338 -4.19080 -0.30023 -0.235 -0.693 0.271 0.0880
H 3.88920 -3.02037 0.91912 -0.251 0.026 0.531 0.0816
H -0.36915 -3.17580 3.45734 1.148 0.126 -0.162 0.0851
H -1.37941 -4.29105 3.16352 -0.093 -0.746 -0.510 0.0925
C 2.17365 2.60836 -2.83364 0.933 0.221 0.661 0.0037
C 3.39881 2.91072 -1.88942 -1.019 -0.605 -3.013 -0.3137
C 4.20616 1.61980 -1.52600 0.033 -0.890 -0.566 -0.1325
O 3.42500 0.56603 -0.98523 0.668 1.822 0.058 -0.1251
C 3.14408 0.79613 0.37206 -0.083 -0.185 1.489 -0.0859
N 4.17776 4.01141 -2.38728 -1.496 -0.799 2.960 0.2816
H 2.54186 2.25614 -3.79721 -0.001 -0.036 -0.008 0.0999
H 1.58918 3.51731 -2.97614 -0.101 -0.088 -0.008 0.0920
H 1.56687 1.82907 -2.37253 -0.036 0.110 -0.061 0.0775
H 2.88479 3.26308 -0.99514 0.050 0.327 1.266 0.1849
H 5.10000 1.89962 -0.96846 -0.149 -0.189 0.629 0.1393
H 4.55942 1.21470 -2.47426 -0.007 0.073 -0.308 0.1433
H 3.99046 1.17927 0.94209 0.423 -0.073 -0.246 0.1062
H 2.80076 -0.10058 0.88794 0.157 -0.299 -0.514 0.0960
H 2.34348 1.50697 0.57663 -0.367 0.475 -0.614 0.0848
H 4.79965 4.31582 -1.65197 1.366 -0.097 -0.189 0.1411
H 3.59270 4.82141 -2.53461 -0.288 0.272 -1.387 0.1454
C 6.45314 -1.67141 -6.30131 -1.611 0.805 0.742 -0.0699
C 6.27980 -2.37628 -4.95796 0.492 -1.080 -0.157 -0.4190
C 4.80685 -2.51482 -4.43112 0.411 1.028 -0.801 -0.1476
O 4.32144 -1.21466 -4.04227 0.146 0.505 0.255 -0.2044
C 2.95049 -1.11903 -3.69529 -0.024 -0.817 0.255 -0.1097
N 6.86861 -3.71515 -5.17117 -0.528 -0.026 -0.058 0.0177
H 7.50261 -1.54506 -6.56729 -0.150 -0.145 -0.092 0.0815
H 5.98896 -0.69665 -6.15133 0.296 0.407 -0.256 0.0686
H 5.84128 -2.13082 -7.07763 0.412 -0.346 -0.129 0.0853
H 6.96137 -1.86079 -4.28133 -0.639 0.499 0.675 0.1258
H 4.70549 -3.23326 -3.61769 0.250 0.012 0.254 0.1172
H 4.17902 -2.86850 -5.24895 0.033 -0.224 -0.217 0.1251
H 2.68724 -1.86686 -2.94725 -0.024 -0.402 0.046 0.0765
H 2.26406 -1.23621 -4.53385 0.141 -0.104 -0.338 0.0948
H 2.68855 -0.18831 -3.19206 0.615 0.276 -0.295 0.0441
H 7.75369 -3.53185 -5.62187 0.158 -0.403 -0.102 0.0626
H 7.06986 -4.21090 -4.31453 -0.044 0.025 0.216 0.0666
C -3.02808 2.71901 4.44583 0.630 -1.078 -0.009 -0.0433
C -2.44211 1.82085 3.34302 0.278 -0.181 -0.269 -0.4441
C -1.89095 0.43265 3.75691 0.783 1.059 -0.078 -0.1368
O -0.64883 0.54821 4.51261 -0.927 0.236 -0.550 -0.1703
C 0.51921 0.52950 3.72292 0.375 -1.265 0.480 -0.1270
N -3.43408 1.62252 2.32362 -1.538 0.283 -0.753 0.0392
H -2.26361 2.77159 5.22101 -0.188 0.333 0.263 0.0747
H -3.93615 2.26115 4.83812 0.042 -0.062 0.098 0.0801
H -3.30121 3.71254 4.09030 0.203 -0.010 -0.139 0.0673
H -1.66845 2.37468 2.81121 1.060 0.015 0.709 0.0970
H -1.70609 -0.13890 2.84737 0.196 0.075 -0.243 0.0861
H -2.64401 -0.14775 4.28996 0.168 0.199 0.602 0.1289
H 0.66992 1.24848 2.91765 -0.550 0.632 0.170 0.0719
H 0.63747 -0.45058 3.26080 -0.245 -0.395 -0.408 0.0637
H 1.36999 0.54568 4.40411 -0.068 0.533 0.139 0.0907
H -3.14040 1.06742 1.53260 0.502 -0.556 0.326 0.0142
H -3.47035 2.51773 1.85737 -0.823 0.472 0.005 0.0670
C -5.05208 -2.43109 1.09338 -0.149 -1.303 -0.455 -0.0271
C -3.61494 -2.96583 0.76567 -1.421 0.631 -0.873 -0.3854
C -3.35199 -2.72918 -0.72463 -0.479 -1.760 -0.483 -0.2073
O -3.97976 -3.75559 -1.52211 0.308 1.217 -1.268 -0.1749
C -3.71332 -3.51326 -2.94153 -0.461 -0.352 0.676 -0.0856
N -2.73105 -2.08397 1.44126 0.920 0.942 1.373 0.0145
H -5.41498 -2.70458 2.08414 0.376 0.113 0.250 0.0788
H -5.79643 -2.87335 0.43123 0.105 -0.152 -0.241 0.0809
H -5.14883 -1.35426 0.95488 0.484 0.012 0.139 0.0618
H -3.39940 -3.98559 1.08461 -0.599 -0.373 -0.347 0.1365
H -2.30245 -2.80819 -1.00807 0.504 0.379 0.474 0.1142
H -3.73180 -1.73210 -0.94752 -0.054 0.136 -0.345 0.1055
H -2.66388 -3.58260 -3.22782 0.350 -0.317 0.471 0.0767
H -4.01019 -2.52741 -3.29938 -0.406 0.256 0.420 0.0796
H -4.26711 -4.24978 -3.52373 0.000 -0.046 0.262 0.0869
H -3.03799 -2.05972 2.40318 -0.400 0.628 0.316 0.0909
H -1.82502 -2.49834 1.60711 0.553 -0.463 -0.473 0.0394
```
Positions in Å, forces in eV/Å.


The following is a DFT calculation (ωB97M-V/def2-TZVPD) of a gas-phase ion, C4H12NP2 (charge +1) in a non-equilibrium geometry.

Properties
Net charge   +1
F_max   4.69 eV Å⁻¹
SMILES   PC=[PH2][NH2+]C1CC1
ΔE to the lowest compared entry with this formula, charge and spin   2.7925 eV
E_tot   -896.6648 hartree

```
19
Properties=species:S:1:pos:R:3:forces:R:3:lowdin_charge:R:1
C -0.55618 -2.33135 1.73450 -0.109 -0.185 -4.688 -0.0178
C -1.46961 -2.07484 0.49347 0.934 -0.637 -0.511 -0.0873
C -0.14729 -1.39260 0.61646 -0.819 1.240 0.950 -0.3937
C 1.04138 1.89044 -1.60140 0.574 -0.588 0.883 -0.7415
N -0.20968 0.06155 0.87843 2.655 -0.489 -0.494 -0.0503
P -0.26979 1.04673 -1.05896 0.073 -0.683 -0.133 0.9054
P 1.38721 3.76727 -1.22741 0.314 -2.027 -1.984 0.7422
H -0.78380 -1.96796 2.65779 -0.712 0.973 2.291 0.0798
H -0.10899 -3.27530 1.63737 0.651 -1.080 0.534 0.0951
H -1.35803 -2.77347 -0.35886 -0.687 -0.086 1.038 0.1193
H -2.43298 -1.57315 0.53343 0.307 0.148 0.222 0.1106
H 0.60029 -1.58009 -0.11791 0.619 -0.619 -0.140 0.1227
H 1.97077 1.25653 -1.82443 -1.610 0.909 0.096 0.0441
H -0.96750 0.15152 1.47349 -2.161 0.872 1.428 0.0775
H 0.62266 0.35283 1.45388 -0.856 -0.126 -0.939 0.1540
H -0.59443 -0.30125 -1.55132 0.481 1.473 0.270 0.0433
H -1.48154 1.74386 -0.82565 0.578 -0.147 -0.063 0.0138
H 2.23127 3.55907 -2.40717 -0.599 1.068 0.520 -0.0775
H 2.52623 3.44022 -0.50570 0.367 -0.014 0.719 -0.1396
```
Positions in Å, forces in eV/Å.


The following is a DFT calculation (ωB97M-V/def2-TZVPD) of C2H4INO in the gas phase in a non-equilibrium geometry.

Properties
F_max   5.11 eV Å⁻¹
SMILES   CO/N=C/I
ΔE to the lowest compared entry with this formula, charge and spin   2.3587 eV
E_tot   -506.1875 hartree

```
9
Properties=species:S:1:pos:R:3:forces:R:3:lowdin_charge:R:1
C 1.73862 -0.51282 -0.28154 -4.656 -0.411 2.076 -0.6614
C -1.52227 0.57110 0.17074 1.647 -0.291 0.522 -0.0593
N 0.44700 -0.51617 0.08371 4.156 -0.719 -1.246 -0.1128
O -0.23577 0.53925 -0.44151 0.842 0.575 -0.102 -0.2066
I 2.83543 -2.13340 0.43253 -0.059 0.549 -0.327 0.7813
H 2.08837 0.38310 -0.73524 0.890 0.263 -0.673 0.0394
H -1.48468 -0.34040 0.75526 -0.883 0.413 0.850 0.0833
H -2.18660 0.46762 -0.60262 -1.998 -0.311 -1.838 0.0494
H -1.68009 1.54173 0.61866 0.061 -0.069 0.738 0.0866
```
Positions in Å, forces in eV/Å.


The following is a DFT calculation (ωB97M-V/def2-TZVPD) of a gas-phase ion, C4H9BrNS (charge +1) in a non-equilibrium geometry.

Properties
Net charge   +1
F_max   3.61 eV Å⁻¹
SMILES   C[C@H](S)C/[NH+]=C\Br
ΔE to the lowest compared entry with this formula, charge and spin   1.1021 eV
E_tot   -3184.4456 hartree

```
16
Properties=species:S:1:pos:R:3:forces:R:3:lowdin_charge:R:1
C -0.88064 -0.39783 0.14554 0.913 -0.178 -0.329 -0.1896
C 0.48321 -1.08810 -0.23181 -1.044 3.093 -1.549 -0.6001
C -1.68650 1.85088 0.01701 1.231 2.390 -0.650 -0.5860
C 1.57299 -0.83442 0.77921 1.624 1.036 -1.983 -0.1051
N -0.75391 1.00832 -0.25591 -3.209 0.413 0.958 -0.0409
S 0.76328 -0.48108 -2.00229 2.793 -0.425 0.395 0.7632
Br -3.13890 1.67804 1.01179 -1.226 -0.843 1.140 1.0201
H -1.92197 -0.76425 -0.09488 1.491 -0.087 -0.206 0.1491
H -0.74715 -0.35385 1.18739 -0.711 -0.089 1.688 0.0990
H 0.43537 -2.11459 -0.20493 -0.820 -2.358 -0.575 0.0741
H -1.64402 2.92196 -0.30843 0.577 -1.265 -0.344 0.1125
H 1.24072 -1.27844 1.65876 -0.278 -0.832 1.812 0.0644
H 1.94088 0.19927 0.99782 -0.540 -0.716 -0.502 0.1093
H 2.39055 -1.44113 0.33607 0.034 0.527 0.845 0.1018
H -0.24428 1.24015 -1.08334 1.530 -0.043 -0.779 0.0566
H 2.19038 -0.14493 -1.95199 -2.364 -0.623 0.077 -0.0285
```
Positions in Å, forces in eV/Å.


The following is a DFT calculation (ωB97M-V/def2-TZVPD) of a molecular structure, C3H2LuO in a non-equilibrium geometry.

Properties
Net charge   -1
F_max   4.26 eV Å⁻¹
ΔE to the lowest compared entry with this formula, charge and spin   0.0000 eV
E_tot   -1426.0596 hartree

```
7
Properties=species:S:1:pos:R:3:forces:R:3:lowdin_charge:R:1
H -2.25559 -1.27006 -0.18325 0.649 1.225 0.867 -0.0482
C -1.88677 -0.29150 0.31798 0.251 -0.776 -1.466 -0.2766
C -0.46394 -0.08431 0.14050 -0.136 -0.221 0.221 -0.2844
C 0.76015 0.06305 0.09219 -1.441 -0.179 -0.006 -0.4166
O 2.03502 0.20355 0.09363 4.072 1.113 -0.609 -0.6571
H -2.46548 0.52032 -0.16593 0.131 -0.138 0.371 -0.0786
Lu 4.27661 0.85895 -0.29512 -3.526 -1.025 0.622 0.7616
```
Positions in Å, forces in eV/Å.